ORCA calculation (ωB97M-V/def2-TZVPD) on a 9-piece molecular cluster, C13H35N9O16 overall.

Output
electronic energy: -2212.2294 Eh
F_max: 0.081 Eh/bohr
LUMO energy: -0.90 eV
gap between HOMO and LUMO: 8.7 eV
HOMO level: -0.352 Ha

Cartesian coordinates (Å):
1 C 1.3383 0.1085 4.9476
2 N 0.2948 0.1616 3.9299
3 O 0.1114 1.3056 3.5353
4 O -0.1242 -0.8789 3.4867
5 H 1.2957 -0.9389 5.2463
6 H 1.2868 0.7781 5.8061
7 H 2.2446 0.3552 4.3944
8 C -2.0527 2.3049 -2.4276
9 N -3.4119 2.5605 -1.8404
10 O -3.7892 1.8452 -0.8989
11 O -4.0845 3.4104 -2.4448
12 H -1.3613 2.0273 -1.6320
13 H -1.7083 3.1215 -3.0621
14 H -2.0342 1.3889 -3.0181
15 C 5.3957 -0.9583 0.6443
16 N 6.2155 -0.1695 -0.3679
17 O 5.7765 0.9365 -0.6969
18 O 7.2559 -0.6115 -0.7524
19 H 5.0822 -0.1192 1.2654
20 H 6.0578 -1.6369 1.1821
21 H 4.5646 -1.4532 0.1419
22 C 1.1075 0.8622 -4.3506
23 N 0.9575 -0.0032 -5.5419
24 O 1.6119 -1.0389 -5.5665
25 O 0.2494 0.3287 -6.4904
26 H 1.9624 0.5020 -3.7783
27 H 0.1816 0.8997 -3.7766
28 H 1.2950 1.8751 -4.7068
29 C 1.0367 1.1379 0.1034
30 N 1.6981 -0.2071 -0.1085
31 O 2.1949 -0.4164 -1.2302
32 O 1.6677 -0.9539 0.8359
33 H 1.2608 1.7200 -0.7905
34 H 1.3999 1.6730 0.9808
35 H 0.0004 0.9631 0.3924
36 C 1.6930 -3.8977 1.5777
37 N 3.1487 -3.7630 1.1558
38 O 4.0081 -3.5718 2.0885
39 O 3.3089 -3.6907 -0.0771
40 H 1.6607 -3.0887 2.3074
41 H 1.5134 -4.8767 2.0221
42 H 1.1431 -3.4633 0.7428
43 C 1.9149 -3.2367 -2.9238
44 N 1.5486 -4.7081 -2.9328
45 O 2.4717 -5.4376 -3.0186
46 O 0.3455 -5.0752 -2.9313
47 H 2.9890 -3.0858 -3.0315
48 H 1.7338 -2.8726 -1.9124
49 H 1.2884 -2.7554 -3.6747
50 C -2.6260 -1.3043 0.5249
51 N -3.1377 -1.5647 -0.7481
52 C -4.6455 -1.5187 -0.8079
53 C -2.3702 -1.6061 -1.8649
54 O -1.1281 -1.4690 -1.9619
55 H -1.5585 -1.5160 0.5858
56 H -3.1582 -1.8351 1.3142
57 H -2.8080 -0.2447 0.7048
58 H -4.9563 -1.5114 -1.8526
59 H -5.2031 -2.3428 -0.3628
60 H -4.9178 -0.5113 -0.4932
61 H -2.9012 -1.7441 -2.8195
62 C -2.6069 2.9470 2.2065
63 N -2.7074 4.2354 2.9987
64 C -4.0061 4.8538 3.0890
65 C -1.6880 4.7217 3.6514
66 O -1.7105 5.7672 4.3460
67 H -3.4311 2.3061 2.5196
68 H -1.6105 2.5167 2.1054
69 H -2.8838 3.0218 1.1550
70 H -3.9006 5.8792 3.4433
71 H -4.3758 4.9325 2.0666
72 H -4.6623 4.4734 3.8718
73 H -0.7514 4.1570 3.5249